No. 1
51
Properties=species:S:1:pos:R:3:lowdin_charge:R:1 method="wB97M-V/def2-TZVPD" total_charge=+1 homo_ev=-9.3 de_lowest_kj_mol=283.4
C 2.284 -5.429 -0.367 0.00
C 2.444 -4.391 -1.475 -0.42
C 1.819 -5.076 -2.706 -0.14
C 0.295 -5.215 -2.630 -0.16
C -0.312 -3.819 -2.427 -0.12
C 0.246 -2.918 -1.289 -0.42
N 1.726 -3.078 -1.166 0.04
O 2.314 -2.246 -0.506 0.23
C -0.316 -3.358 0.100 0.02
C -0.152 -1.446 -1.492 -0.01
C 3.914 -4.119 -1.831 -0.01
H 2.620 -5.082 0.615 0.11
H 3.090 -6.152 -0.502 0.11
H 1.310 -5.887 -0.231 0.08
H 2.223 -6.076 -2.866 0.14
H 2.104 -4.549 -3.620 0.13
H 0.008 -5.864 -1.804 0.10
H -0.054 -5.643 -3.569 0.13
H -1.366 -4.036 -2.255 0.13
H -0.151 -3.266 -3.354 0.13
H -1.367 -3.077 0.167 0.11
H 0.201 -2.860 0.920 0.09
H -0.297 -4.444 0.188 0.08
H -0.112 -0.951 -0.526 0.01
H -1.133 -1.413 -1.960 0.10
H 0.554 -0.878 -2.101 0.10
H 4.425 -5.060 -2.034 0.10
H 4.548 -3.731 -1.031 0.10
H 4.024 -3.440 -2.675 0.10
C -3.330 5.234 1.918 0.01
N -1.988 5.913 2.018 -0.35
C -2.153 7.412 1.802 0.03
C -1.577 5.762 3.452 -0.01
C -0.932 5.323 1.052 -0.07
C -0.390 3.929 1.352 -0.27
O -1.441 3.037 1.023 -0.13
H -3.162 4.194 2.194 0.10
H -3.591 5.234 0.861 0.12
H -4.043 5.683 2.603 0.11
H -1.272 7.882 2.233 0.11
H -3.068 7.744 2.284 0.11
H -2.153 7.444 0.714 0.11
H -0.596 6.221 3.588 0.11
H -1.337 4.716 3.638 0.10
H -2.270 6.223 4.151 0.12
H -0.060 5.978 1.140 0.13
H -1.321 5.533 0.057 0.14
H -0.024 3.753 2.366 0.10
H 0.483 3.697 0.735 0.13
H -1.087 2.149 1.196 -0.08
Br 0.419 0.438 2.050 -0.43


No. 2
54
Properties=species:S:1:pos:R:3:lowdin_charge:R:1 method="wB97M-V/def2-TZVPD" total_charge=+2 homo_ev=-15.9 de_lowest_kj_mol=38.0
C 1.085 0.001 -6.693 -0.05
C 0.888 0.185 -5.216 -0.78
H 2.162 0.011 -6.906 0.10
H 0.597 0.809 -7.257 0.10
H 0.669 -0.960 -7.015 0.10
O 1.757 0.342 -4.377 0.01
Cl -0.833 0.150 -4.684 0.63
Sc -0.241 -0.041 -1.082 0.58
P -0.135 2.669 -1.256 0.74
C 0.929 3.852 -0.347 -0.25
C 0.008 3.384 -2.925 -0.27
H -0.170 4.467 -2.846 0.07
H -1.758 4.441 -0.979 0.07
H -0.736 2.923 -3.585 0.03
H -2.570 2.858 -1.301 0.03
H 1.967 3.726 -0.663 0.06
H 1.018 3.183 -3.309 0.06
C -1.763 3.361 -0.749 -0.26
H 0.609 4.878 -0.563 0.07
H -1.906 3.205 0.332 0.05
H 0.866 3.675 0.727 0.04
P 0.166 -2.765 -1.008 0.75
C 1.325 -3.688 0.069 -0.26
C -1.399 -3.494 -0.361 -0.27
H -0.344 -3.379 -3.293 0.05
H 0.152 -4.802 -2.335 0.07
H 1.368 -3.626 -2.923 0.06
C 0.352 -3.743 -2.536 -0.26
H -2.255 -3.110 -0.940 0.03
H -1.337 -4.597 -0.452 0.07
H 1.122 -4.771 0.032 0.07
H 1.238 -3.353 1.107 0.04
H -1.528 -3.212 0.696 0.05
H 2.357 -3.505 -0.257 0.06
Cl -2.489 -0.174 -1.515 0.09
O -0.218 -0.027 0.900 -0.21
C -0.185 -0.237 2.177 -0.36
C 1.088 -0.485 2.910 -0.09
C 1.370 0.607 3.940 -0.17
C 0.610 0.423 5.254 -0.20
C -0.893 0.597 5.140 -0.18
C -1.534 -0.469 4.256 -0.13
N -1.346 -0.263 2.804 0.15
H 1.028 -1.490 3.364 0.15
H 1.931 -0.499 2.205 0.13
H 2.442 0.593 4.184 0.13
H 1.151 1.605 3.527 0.13
H 0.784 -0.589 5.657 0.13
H 0.998 1.155 5.970 0.13
H -1.330 0.466 6.138 0.13
H -1.167 1.605 4.800 0.13
H -1.138 -1.458 4.546 0.14
H -2.616 -0.440 4.398 0.13
H -2.148 0.003 2.240 0.17


No. 3
60
Properties=species:S:1:pos:R:3:lowdin_charge:R:1 method="wB97M-V/def2-TZVPD" total_charge=0 spin_multiplicity=2 homo_ev="-5.8 / -5.7" de_lowest_kj_mol=0.0
O -0.087 0.207 -3.762 -0.13
H -0.365 0.079 -4.685 0.09
Cu -0.021 0.030 -0.694 0.55
N -0.103 1.755 0.124 -0.19
N 1.619 0.705 -1.417 -0.18
N -1.312 -0.857 0.463 -0.03
N 0.084 -1.751 -1.452 -0.03
O -1.110 2.302 0.663 -0.16
O -1.968 -0.321 1.526 -0.06
O 0.924 -2.171 -2.423 0.00
O 2.353 0.098 -2.266 -0.17
C 2.036 1.840 -0.800 -0.26
C 1.119 2.362 0.150 -0.26
C -1.426 -2.173 0.284 -0.22
C -0.641 -2.672 -0.823 -0.23
C 1.414 3.391 1.188 -0.03
H 1.586 2.894 2.157 0.08
H 0.558 4.068 1.301 0.08
H 2.314 3.974 0.959 0.06
C 3.370 2.415 -1.102 -0.03
H 3.412 2.740 -2.148 0.09
H 4.165 1.682 -0.930 0.09
H 3.553 3.287 -0.470 0.06
C -2.138 -3.080 1.236 0.00
C -0.545 -4.122 -1.143 0.00
H -2.713 -2.497 1.965 0.08
H -1.410 -3.702 1.779 0.10
H -2.817 -3.759 0.705 0.09
H 0.178 -4.266 -1.950 0.08
H -1.528 -4.518 -1.431 0.10
H -0.210 -4.668 -0.251 0.09
H -1.212 0.107 2.070 0.06
H 1.519 -1.364 -2.566 0.07
C -1.165 0.855 -3.084 -0.16
H -0.762 1.711 -2.539 0.08
H -1.669 0.163 -2.399 0.06
H -1.927 1.229 -3.785 0.10
O -3.487 1.637 -0.896 -0.09
H -3.784 0.791 -0.528 0.02
H -2.768 1.917 -0.286 0.00
C 1.872 -1.387 2.894 -0.03
N 1.346 -0.816 4.119 -0.12
C 2.001 -1.213 5.350 -0.06
C 0.379 0.119 3.978 -0.44
O 0.087 0.484 2.799 -0.02
N -0.299 0.661 5.020 -0.12
C -0.193 0.257 6.407 -0.06
C -1.340 1.614 4.675 -0.02
H 2.680 -2.066 3.182 0.08
H 2.249 -0.609 2.213 0.10
H 1.091 -1.944 2.349 0.09
H 2.348 -0.343 5.927 0.09
H 1.344 -1.842 5.966 0.08
H 2.862 -1.816 5.054 0.08
H 0.770 0.553 6.852 0.09
H -0.982 0.764 6.971 0.09
H -0.341 -0.826 6.523 0.09
H -0.928 2.429 4.067 0.10
H -2.131 1.123 4.088 0.10
H -1.767 2.016 5.595 0.08


No. 4
60
Properties=species:S:1:pos:R:3:lowdin_charge:R:1 method="wB97M-V/def2-TZVPD" total_charge=+1 homo_ev=-11.6
C -2.849 -1.242 1.855 0.09
C -3.165 -0.497 0.826 -0.16
N -2.126 -0.187 -0.130 0.14
C -1.988 -0.764 -1.308 -0.31
N -3.086 -1.080 -1.992 0.27
C -3.139 -1.739 -3.285 -0.63
F -4.385 -1.587 -3.726 0.19
F -2.868 -3.033 -3.172 0.19
F -2.297 -1.200 -4.150 0.19
N -0.746 -1.019 -1.861 -0.04
C 0.109 -1.742 -0.862 -0.13
C 1.022 -2.824 -1.471 -0.29
C 0.502 -3.402 -2.778 -0.70
I 1.668 -5.074 -3.369 0.83
C -0.168 0.249 -2.429 -0.11
C 1.338 0.178 -2.677 -0.15
C 2.216 0.750 -1.550 -0.21
C 2.961 2.043 -1.886 -0.23
S 4.495 1.769 -2.744 0.58
O 5.108 0.612 -2.184 -0.25
O 5.164 3.020 -2.869 -0.26
O 3.992 1.314 -4.185 -0.15
H -3.577 -1.429 2.634 0.09
H -1.845 -1.631 1.990 0.08
H -4.125 -0.016 0.687 0.12
H -1.227 -0.016 0.312 0.14
H -3.994 -0.883 -1.589 0.17
H -0.569 -2.243 -0.165 0.13
H 0.705 -1.044 -0.267 0.10
H 2.024 -2.419 -1.624 0.10
H 1.093 -3.632 -0.742 0.10
H 0.524 -2.688 -3.598 0.04
H -0.510 -3.789 -2.673 0.03
H -0.394 1.104 -1.778 0.13
H -0.680 0.430 -3.375 0.12
H 1.635 -0.838 -2.922 0.10
H 1.519 0.755 -3.587 0.11
H 1.581 0.980 -0.686 0.10
H 2.948 0.015 -1.208 0.11
H 3.241 2.594 -0.987 0.11
H 2.348 2.697 -2.512 0.11
H 3.641 2.077 -4.670 0.11
C -2.130 2.455 2.670 -0.14
O -1.394 1.280 2.984 -0.16
H -2.269 2.474 1.589 0.07
H -3.115 2.460 3.146 0.08
H -1.597 3.362 2.962 0.08
H -1.269 1.263 3.947 0.03
C 1.276 -0.257 3.600 -0.13
O 0.851 -0.755 2.335 -0.14
H 1.152 -1.053 4.329 0.09
H 2.321 0.060 3.592 0.09
H 0.639 0.580 3.878 0.03
H 0.922 -0.017 1.723 0.05
C 0.060 2.459 5.932 -0.12
O -0.881 1.397 5.749 -0.14
H 0.875 2.291 5.233 0.07
H -0.397 3.427 5.718 0.09
H 0.462 2.467 6.946 0.09
H -1.604 1.538 6.369 0.10


No. 5
63
Properties=species:S:1:pos:R:3:lowdin_charge:R:1 method="wB97M-V/def2-TZVPD" total_charge=-1 homo_ev=-6.1
O 4.437 -4.566 3.707 -0.39
S 5.096 -3.770 2.722 0.06
O 5.898 -4.505 1.821 -0.40
I 6.643 -2.347 3.952 0.53
N 4.109 -2.873 1.837 -0.34
S 3.070 -1.984 2.681 0.42
O 3.700 -1.011 3.520 -0.41
O 2.220 -1.336 1.724 -0.35
C 1.979 -2.948 3.718 -0.21
C 1.393 -4.129 2.946 -0.26
F 1.427 -5.289 3.683 -0.04
H 1.184 -2.312 4.065 0.09
H 2.546 -3.330 4.552 0.09
H 1.959 -4.277 2.040 0.09
H 0.389 -3.904 2.630 0.10
C -0.687 -4.944 0.189 -0.34
O 0.294 -5.440 0.698 0.03
N -1.945 -5.410 0.343 -0.20
C -3.085 -4.774 -0.283 -0.07
C -2.150 -6.586 1.170 -0.04
H -0.631 -4.046 -0.451 0.14
H -3.793 -4.441 0.479 0.09
H -3.587 -5.480 -0.950 0.08
H -2.761 -3.912 -0.861 0.08
H -1.792 -6.396 2.182 0.09
H -1.586 -7.427 0.764 0.09
H -3.208 -6.836 1.198 0.08
C -0.335 0.455 3.267 -0.34
O -1.428 -0.085 3.319 0.00
N -0.134 1.781 3.177 -0.19
C 1.210 2.329 3.120 -0.05
C -1.278 2.675 3.131 -0.05
H 0.609 -0.106 3.280 0.11
H 1.372 3.003 3.965 0.09
H 1.351 2.888 2.193 0.07
H 1.944 1.525 3.162 0.09
H -1.881 2.566 4.034 0.09
H -1.899 2.424 2.271 0.09
H -0.936 3.703 3.047 0.09
C -0.255 3.207 -0.394 -0.36
O -1.050 4.128 -0.513 -0.01
N 0.397 2.618 -1.402 -0.19
C 1.328 1.521 -1.180 -0.03
C 0.162 3.091 -2.758 -0.05
H -0.006 2.774 0.587 0.10
H 2.320 1.799 -1.541 0.09
H 0.991 0.634 -1.717 0.09
H 1.393 1.283 -0.120 0.08
H 0.427 4.146 -2.827 0.09
H -0.893 2.987 -3.002 0.08
H 0.755 2.522 -3.464 0.08
C -1.504 3.670 -5.662 -0.36
O -0.314 3.461 -5.541 0.00
N -2.057 4.888 -5.797 -0.20
C -3.487 5.075 -5.933 -0.06
C -1.184 6.049 -5.801 -0.04
H -2.248 2.854 -5.666 0.14
H -3.710 5.569 -6.881 0.09
H -3.862 5.693 -5.114 0.09
H -3.995 4.114 -5.909 0.08
H -0.471 5.974 -6.622 0.09
H -0.625 6.096 -4.867 0.09
H -1.777 6.953 -5.916 0.08


No. 6
63
Properties=species:S:1:pos:R:3:lowdin_charge:R:1 method="wB97M-V/def2-TZVPD" total_charge=-1 homo_ev=-2.5 de_lowest_kj_mol=92.0
C 43.341 39.408 21.319 -0.09
N 43.782 40.117 20.127 -0.39
C 43.057 39.420 19.026 -0.03
C 43.207 41.481 20.229 -0.03
C 45.263 40.235 20.250 -0.11
C 45.872 40.925 19.032 -0.24
O 47.319 40.768 18.975 -0.14
H 42.222 39.044 21.446 0.15
H 43.563 40.121 22.089 0.06
H 43.965 38.460 21.745 0.17
H 43.711 38.399 19.062 0.13
H 43.373 39.584 17.996 0.09
H 41.971 39.288 19.216 0.10
H 43.514 41.820 21.294 0.13
H 42.128 41.406 20.414 0.10
H 43.436 42.023 19.319 0.10
H 45.788 39.299 20.174 0.08
H 45.470 40.818 21.259 0.18
H 45.594 42.091 18.975 0.12
H 45.874 40.827 17.881 0.16
H 47.398 39.842 18.757 -0.04
Li 48.779 37.201 18.433 0.57
P 46.258 37.372 18.492 -0.20
O 47.334 36.323 17.964 -0.56
O 45.230 37.769 17.415 -0.44
O 47.319 38.277 18.828 -0.44
O 45.629 36.908 19.781 -0.41
C 48.496 38.771 21.922 0.05
O 49.860 38.254 22.178 0.04
C 50.562 37.822 21.242 -0.49
O 50.156 37.445 20.090 0.02
O 51.972 37.739 21.446 -0.03
C 52.855 37.443 20.504 -0.16
H 48.089 39.160 22.873 0.10
H 47.902 37.952 21.461 0.08
H 48.639 39.464 21.032 0.12
H 53.880 37.295 21.070 0.14
H 53.046 38.105 19.746 0.05
H 52.461 36.662 19.807 0.10
C 49.254 33.632 25.736 -0.04
O 49.354 34.382 24.509 0.00
C 48.288 34.310 23.710 -0.62
O 47.253 33.672 23.986 0.06
O 48.512 34.999 22.635 0.00
C 47.592 35.054 21.513 0.01
H 48.874 32.572 25.550 0.13
H 48.954 34.315 26.567 0.11
H 50.166 33.497 26.043 0.01
H 46.909 36.001 21.683 0.12
H 47.134 34.138 21.471 0.06
H 48.126 35.169 20.523 0.11
C 49.607 39.828 15.914 -0.01
O 50.286 38.690 15.298 0.03
C 50.670 37.627 15.979 -0.47
O 50.414 37.448 17.186 0.04
O 51.533 36.756 15.315 -0.03
C 52.009 35.634 15.909 -0.10
H 48.817 40.453 15.266 0.14
H 50.292 40.504 16.308 0.06
H 48.880 39.678 16.756 0.09
H 52.533 34.887 15.335 0.09
H 51.098 35.069 16.126 0.11
H 52.520 36.018 16.838 0.11


No. 7
55
Properties=species:S:1:pos:R:3:lowdin_charge:R:1 method="wB97M-V/def2-TZVPD" total_charge=-1 homo_ev=-4.6
C 2.426 2.557 -3.024 -0.01
C 1.179 2.149 -3.095 -0.25
P -0.457 1.166 -3.264 0.42
C 0.477 -0.529 -3.071 -0.35
O 0.696 -1.177 -4.368 -0.29
C 1.860 -0.623 -5.043 -0.15
C -0.671 1.260 -1.354 -0.29
C -0.374 2.699 -0.706 -0.39
C -0.918 4.114 -1.217 -0.10
N 0.374 2.728 0.409 0.08
C -2.149 0.200 -3.394 -0.41
S -3.531 1.459 -3.157 0.69
O -4.646 0.806 -2.320 -0.49
O -4.094 1.973 -4.464 -0.45
H 3.448 3.072 -2.932 0.02
H -0.328 1.043 -4.708 0.01
H -1.202 2.379 -3.494 -0.04
H 1.474 -0.390 -2.482 0.09
H -0.152 -1.281 -2.441 0.10
H 2.375 -1.347 -5.768 0.08
H 1.465 0.257 -5.695 0.08
H 2.618 -0.179 -4.289 0.08
H -1.708 0.871 -0.988 0.08
H 0.092 0.494 -0.918 0.08
H -1.313 4.132 -2.291 0.05
H -0.045 4.882 -1.184 0.08
H -1.761 4.531 -0.536 0.08
H 0.649 1.766 0.678 0.00
H -2.285 -0.571 -2.554 0.06
H -2.239 -0.321 -4.419 0.09
H -3.037 2.505 -2.342 0.06
C -0.642 -4.207 2.939 -0.11
O -0.954 -3.259 3.949 -0.20
C 0.002 -3.226 5.010 -0.21
C 0.799 -1.918 4.978 -0.21
N 1.708 -1.878 3.830 -0.06
C 2.289 -0.557 3.581 -0.20
C 1.328 0.589 3.226 -0.21
O 0.692 0.443 1.960 -0.23
C -0.469 -0.375 1.972 -0.08
H -1.504 -4.290 2.274 0.09
H 0.214 -3.878 2.345 0.08
H -0.441 -5.193 3.371 0.08
H 0.663 -4.100 4.999 0.12
H -0.569 -3.257 5.944 0.12
H 1.383 -1.829 5.901 0.12
H 0.080 -1.096 4.943 0.10
H 1.201 -2.162 2.999 0.07
H 2.987 -0.679 2.746 0.12
H 2.887 -0.265 4.451 0.11
H 1.931 1.500 3.146 0.12
H 0.592 0.788 4.012 0.11
H -1.018 -0.310 2.914 0.09
H -0.201 -1.410 1.754 0.07
H -1.127 -0.039 1.168 0.08


No. 8
59
Properties=species:S:1:pos:R:3:lowdin_charge:R:1 method="wB97M-V/def2-TZVPD" total_charge=-1 homo_ev=-2.2
C 4.409 -1.534 1.142 -0.11
C 3.013 -2.113 0.823 -0.27
C 2.582 -1.993 -0.653 -0.19
C 1.661 -0.807 -1.004 -0.20
N 1.885 0.325 -0.092 0.03
C 1.447 1.669 -0.553 -0.46
N 1.408 1.927 -1.932 0.17
C 2.484 2.669 0.085 -0.03
N 1.714 3.345 1.168 0.14
C 0.532 2.707 1.279 -0.35
N -0.206 2.772 2.441 0.16
N 0.188 2.026 0.179 0.10
C -1.074 2.376 -0.525 -0.14
O -1.568 1.306 -1.244 -0.08
C -2.362 0.406 -0.515 -0.19
C -2.547 -0.860 -1.353 -0.17
O -2.602 -2.046 -0.583 -0.15
C -3.820 -2.211 0.113 -0.19
C -3.653 -2.235 1.625 -0.20
O -3.115 -3.458 2.082 -0.15
C -1.793 -3.422 2.582 -0.27
C -0.748 -3.689 1.497 -0.07
H 4.345 -0.552 1.623 0.05
H 5.009 -1.425 0.231 0.07
H 4.964 -2.193 1.824 0.06
H 2.270 -1.675 1.501 0.09
H 3.036 -3.185 1.067 0.09
H 3.495 -1.899 -1.253 0.10
H 2.079 -2.920 -0.959 0.10
H 0.612 -1.142 -0.978 0.11
H 1.883 -0.498 -2.026 0.11
H 1.323 0.111 0.725 0.10
H 0.854 1.316 -2.514 0.10
H 2.342 2.020 -2.296 0.11
H 3.293 2.074 0.515 0.11
H 2.829 3.425 -0.626 0.14
H 2.198 3.397 2.057 0.14
H 0.190 2.418 3.287 0.10
H -1.098 3.220 2.492 0.10
H -1.795 2.681 0.256 0.14
H -0.938 3.234 -1.215 0.11
H -3.334 0.873 -0.294 0.13
H -1.906 0.123 0.453 0.12
H -3.463 -0.795 -1.956 0.13
H -1.695 -0.944 -2.037 0.13
H -4.537 -1.420 -0.155 0.13
H -4.269 -3.169 -0.183 0.13
H -3.053 -1.379 1.967 0.12
H -4.653 -2.132 2.072 0.12
H -1.608 -2.465 3.093 0.11
H -1.738 -4.209 3.345 0.11
H -0.449 -2.775 0.970 0.06
H -1.192 -4.364 0.753 0.09
H 0.137 -4.177 1.920 0.07
O 0.708 4.833 -3.582 -0.51
S -0.585 4.265 -4.066 0.18
O -0.335 2.951 -4.728 -0.50
O -1.270 5.207 -4.973 -0.46
O -1.481 4.013 -2.873 -0.50